{"formula": "C25H29N8O2PSSeTl", "method": "ωB97M-V/def2-TZVPD", "elements": ["Tl", "O", "C", "O", "C", "C", "C", "C", "C", "C", "C", "C", "C", "N", "H", "H", "H", "H", "H", "H", "C", "N", "C", "N", "C", "N", "C", "P", "C", "C", "H", "H", "H", "H", "H", "H", "H", "H", "H", "H", "H", "H", "H", "Se", "N", "C", "C", "C", "C", "C", "C", "N", "H", "H", "H", "H", "S", "C", "N", "C", "C", "N", "H", "H", "H", "H", "H", "H"], "xyz": [[-0.1322, 0.3142, -1.0361], [-0.9572, 2.1662, 3.5075], [-0.7770, 1.9972, 2.3464], [-1.1964, 0.8211, 1.7195], [-0.1793, 3.0089, 1.4184], [0.2022, 4.2147, 2.0219], [0.6711, 5.2236, 1.2288], [0.7295, 5.0449, -0.1611], [1.0946, 6.0861, -1.0511], [1.1072, 5.8693, -2.3935], [0.7867, 4.5909, -2.9162], [0.4364, 3.5692, -2.0874], [0.3722, 3.7746, -0.6822], [-0.0623, 2.7629, 0.1229], [0.1150, 4.3210, 3.0937], [0.9805, 6.1665, 1.6671], [1.3448, 7.0600, -0.6472], [1.3525, 6.6750, -3.0729], [0.8117, 4.4377, -3.9893], [0.1622, 2.6021, -2.4955], [5.7713, -3.2434, -2.7784], [5.2673, -2.4624, -4.0061], [5.6761, -0.9916, -3.8323], [5.1808, -0.4783, -2.6032], [5.6835, -1.2626, -1.4733], [5.2711, -2.6614, -1.5831], [3.8255, -2.8368, -1.3966], [2.8006, -1.9633, -2.6979], [3.7793, -2.6054, -4.1576], [3.7238, -0.3332, -2.5825], [6.8587, -3.1984, -2.8065], [5.4500, -4.2767, -2.8902], [5.7274, -2.8297, -4.8402], [5.2864, -0.4398, -4.6852], [6.7634, -0.9683, -3.8491], [5.2997, -0.8460, -0.5443], [6.7710, -1.2049, -1.4516], [3.5507, -2.4448, -0.4168], [3.5813, -3.9007, -1.3994], [3.4671, -2.0775, -5.0571], [3.5510, -3.6597, -4.2995], [3.4317, 0.1643, -1.6559], [3.4157, 0.3130, -3.4081], [-1.8060, -0.4415, -4.1460], [-1.9095, 0.8302, -2.8797], [-2.8392, 1.6839, -3.2739], [-3.2440, 2.8556, -2.5633], [-4.2124, 3.6310, -3.1050], [-4.8437, 3.3157, -4.3606], [-4.4972, 2.2209, -5.0707], [-3.4716, 1.3683, -4.5463], [-3.0401, 0.2776, -5.1481], [-2.7763, 3.1049, -1.6175], [-4.5308, 4.5261, -2.5833], [-5.6126, 3.9787, -4.7352], [-4.9617, 1.9670, -6.0148], [-1.6152, -0.4571, 2.7147], [-2.8381, 0.2700, 3.7647], [-2.8484, 0.0491, 5.0530], [-3.9644, 0.7680, 5.7165], [-4.7581, 1.3166, 4.5116], [-3.8598, 0.9915, 3.3713], [-2.0957, -0.3944, 5.5576], [-3.5591, 1.5590, 6.3402], [-4.5426, 0.0932, 6.3370], [-4.9391, 2.3833, 4.5717], [-5.7082, 0.8053, 4.3783], [-4.1076, 1.1611, 2.4101]], "atomic_forces_ev_per_a": [[-0.08, 0.07, 0.07], [0.03, -0.08, 0.24], [0.08, -0.02, -0.25], [-0.19, 0.07, -0.05], [0.10, 0.01, -0.21], [-0.03, -0.03, 0.18], [0.05, 0.17, 0.11], [-0.05, -0.04, -0.06], [0.05, 0.08, 0.04], [0.00, 0.00, -0.11], [0.03, 0.03, -0.07], [-0.02, -0.07, 0.17], [-0.01, -0.15, -0.09], [-0.23, 0.00, 0.10], [-0.01, 0.03, -0.03], [-0.04, -0.04, -0.05], [-0.01, -0.05, 0.01], [0.04, -0.03, 0.02], [-0.01, 0.00, 0.08], [-0.06, 0.07, -0.06], [-0.06, 0.06, 0.16], [-0.06, 0.00, 0.04], [-0.09, 0.04, 0.14], [0.02, 0.14, 0.07], [-0.19, -0.12, -0.18], [-0.02, -0.01, 0.13], [0.07, 0.06, -0.22], [0.50, 0.09, 0.03], [-0.19, 0.03, 0.07], [-0.02, -0.22, -0.11], [0.04, 0.06, -0.03], [-0.07, -0.02, -0.05], [-0.01, -0.04, -0.04], [-0.05, -0.02, -0.05], [0.07, -0.05, 0.00], [-0.01, 0.01, 0.00], [0.04, -0.02, -0.04], [0.01, -0.04, 0.04], [0.01, 0.00, 0.02], [0.08, 0.04, -0.08], [0.05, -0.10, -0.03], [0.05, 0.04, 0.03], [0.01, 0.01, 0.01], [0.24, -0.34, 0.01], [0.13, -0.13, 0.01], [-0.15, 0.23, -0.02], [0.03, -0.03, 0.03], [-0.07, 0.08, -0.04], [-0.02, 0.05, 0.03], [0.02, -0.02, -0.02], [0.03, 0.01, 0.09], [-0.19, 0.19, -0.06], [0.00, -0.02, -0.05], [0.00, -0.04, -0.04], [0.02, -0.01, 0.03], [0.03, 0.01, 0.05], [0.15, 0.07, 0.13], [-0.03, 0.00, -0.20], [-0.13, -0.07, 0.32], [0.09, -0.08, -0.16], [0.12, -0.16, -0.10], [-0.30, 0.32, 0.12], [0.06, 0.06, -0.05], [0.09, 0.06, 0.02], [-0.05, -0.09, 0.00], [0.06, 0.10, 0.00], [-0.02, -0.05, -0.04], [0.07, -0.08, -0.02]], "lowdin_charge": [0.8675, 0.1465, -0.4460, -0.4895, -0.1856, 0.0345, 0.0496, -0.1273, 0.0044, -0.0277, -0.0317, -0.0465, -0.2079, 0.0644, 0.1337, 0.1424, 0.1332, 0.1253, 0.1229, 0.0485, -0.0955, -0.0651, -0.0990, -0.1478, -0.1397, -0.1470, -0.3097, 1.0081, -0.2654, -0.3338, 0.1521, 0.1495, 0.1876, 0.1478, 0.1515, 0.1391, 0.1455, 0.0934, 0.0991, 0.1019, 0.1033, 0.0782, 0.0946, 1.0837, -0.3984, -0.3755, -0.0319, -0.0382, -0.0382, 0.0073, -0.3595, -0.2082, 0.1042, 0.1186, 0.1214, 0.1315, 1.1422, -0.5803, 0.0942, -0.0520, -0.0542, 0.0937, 0.1730, 0.1361, 0.1350, 0.1317, 0.1352, 0.1688], "charge": 3, "homo_energy_ev": -15.37, "homo_lumo_gap_ev": 7.5}